Record 1
The following is a quantum chemistry calculation of C23H31AlF5KMgN2Na2O9S3 as an isolated structure, from OMol25.

Structure (XYZ):
```
78
Properties=species:S:1:pos:R:3:forces:R:3:lowdin_charge:R:1
C 6.5532 -1.2740 -0.0165 0.91 0.17 -0.61 -0.086
C 6.4702 -0.1648 -1.0879 -0.30 -0.32 0.45 -0.205
C 5.2752 0.8105 -0.9420 1.10 -0.75 -0.70 -0.181
O 4.5118 0.6099 0.2886 -0.54 -0.32 -0.67 -0.052
C 3.2778 1.1174 0.1134 -1.94 0.68 1.01 -0.365
C 3.0631 2.3602 -0.5039 0.29 -0.12 0.06 0.016
C 1.7971 2.8407 -0.7161 -0.52 0.20 -0.40 0.034
C 0.6214 2.1677 -0.3266 0.94 0.56 -0.27 -0.249
C 0.7642 0.9670 0.3342 -0.09 -0.34 0.22 -0.425
C 2.0786 0.4251 0.5525 0.43 0.45 -0.09 -0.181
S -0.7603 0.1280 0.9102 0.88 0.57 -0.11 1.040
C -1.9613 0.7713 -0.2596 0.78 -0.11 0.18 -0.344
C -3.1133 0.0479 -0.5397 -0.67 -1.05 0.19 -0.230
C -3.4084 -1.2678 0.1604 0.51 -1.16 0.08 -0.060
C -3.4724 -2.4214 -0.8371 -1.02 0.87 -1.02 -0.395
O -4.2186 -2.4627 -1.7686 1.14 -0.38 0.86 0.139
F -2.5946 -3.4839 -0.6334 -0.14 0.74 0.18 0.046
C -4.0567 0.5111 -1.4275 -0.12 2.74 -1.91 -0.036
C -3.8079 1.7751 -2.1137 0.07 -1.62 1.07 -0.135
C -2.6462 2.4466 -1.7919 -0.45 0.82 -0.87 -0.009
C -1.7216 1.9863 -0.8646 -0.31 0.51 -0.31 -0.235
N -0.6044 2.8394 -0.6242 0.12 -0.82 0.90 0.092
H 5.8431 -2.0899 -0.2210 -0.05 0.33 0.38 0.062
H 6.4707 -0.8373 0.9842 -0.13 -0.41 -0.16 0.083
H 7.5687 -1.7096 -0.1016 -0.57 0.15 0.25 0.073
H 7.3876 0.4292 -1.0958 -0.14 -0.31 0.18 0.083
H 6.3838 -0.6447 -2.0749 0.12 0.26 0.20 0.112
H 5.6810 1.8288 -1.0238 -0.51 -0.19 0.12 0.104
H 4.5882 0.5991 -1.7893 0.09 0.48 0.28 0.098
H 3.8909 2.9833 -0.8337 -0.09 -0.27 0.10 0.134
H 1.7121 3.8021 -1.2290 -0.13 -0.13 0.17 0.096
H 2.1929 -0.5366 1.0693 0.02 0.50 0.23 0.086
H -4.3915 -1.2216 0.6769 0.38 0.23 -0.02 0.119
H -2.6851 -1.5011 0.9545 -0.34 0.17 -0.20 0.091
H -4.9852 -0.0199 -1.6417 0.42 -0.18 0.34 0.109
H -4.4964 2.2633 -2.8505 2.71 -0.96 0.91 -0.028
H -2.4576 3.3954 -2.3022 0.21 -0.27 0.33 0.130
H -0.7974 3.4677 0.1563 -0.22 0.16 -0.28 0.166
Na -0.0012 -2.3419 -0.0910 -0.28 -0.35 -0.11 0.326
F 10.6214 -0.9984 3.1487 -0.14 -0.10 -0.66 -0.213
Al 10.4686 -1.3567 1.4793 0.21 -0.04 0.13 -0.101
F 12.0191 -1.3871 0.7485 -0.64 0.05 0.21 -0.214
F 9.4997 -0.1425 0.7133 0.25 -0.44 0.19 -0.215
F 9.7049 -2.8850 1.2829 0.15 0.64 -0.02 -0.215
O -4.9569 -0.2303 2.3301 -0.41 -0.02 -0.53 -0.425
S -4.9938 1.2520 2.1613 1.04 0.69 1.74 0.221
O -3.6468 1.8164 2.2910 0.02 -0.21 -0.55 -0.376
O -5.9088 1.8450 3.1659 -0.46 -0.47 -0.80 -0.399
O -5.5386 1.5612 0.7811 -0.71 -0.18 -0.96 -0.489
K -6.3882 2.2900 -2.8510 -2.11 0.05 0.32 1.018
Mg 2.4645 -1.0046 -1.2265 0.27 -0.44 -0.81 0.797
C 8.6366 2.5438 -2.5380 1.27 -0.59 -1.06 -0.245
O 7.3336 2.3574 -2.5067 -0.13 0.43 0.17 -0.054
H 9.1156 2.7872 -1.5538 -0.38 0.19 0.29 0.146
H 9.2529 1.6938 -2.8845 -0.38 -0.39 0.29 0.092
H 8.9970 3.3920 -3.1654 -0.51 0.51 0.32 0.104
C -6.6691 -1.6298 5.5637 -0.04 -0.01 -0.13 -0.046
C -7.3477 -1.4733 4.2790 -0.05 0.10 -0.37 -0.251
N -7.8676 -1.3503 3.2605 0.05 0.13 0.23 0.146
H -6.8865 -2.6122 5.9801 -0.03 0.01 -0.02 0.082
H -5.5945 -1.5282 5.4217 -0.02 0.08 -0.08 0.090
H -7.0114 -0.8636 6.2564 0.01 0.02 -0.04 0.088
Na -7.5205 0.7505 1.2683 0.32 -0.29 1.09 0.605
C 2.9360 6.4342 -0.7179 -0.05 0.95 1.05 -0.315
O 2.1199 5.8181 -1.5610 0.27 -0.21 -0.08 -0.147
H 3.9870 6.5828 -1.0777 0.06 -0.37 -0.34 0.109
H 2.6542 7.4617 -0.4132 -0.25 0.04 -0.41 0.071
H 3.1122 5.9294 0.2603 0.08 -0.55 -0.22 0.086
C -5.8871 -4.5326 -0.2160 -0.06 -0.16 0.32 -0.266
S -6.9876 -5.1083 -1.5172 0.09 -0.02 -0.10 0.810
O -8.3193 -4.4936 -1.2730 0.04 0.03 0.06 -0.555
C -7.0710 -6.8146 -0.9531 -0.02 -0.09 0.11 -0.268
H -5.7331 -3.4692 -0.3537 -0.18 0.00 -0.04 0.023
H -6.3382 -4.7104 0.7610 -0.08 -0.04 -0.05 0.069
H -4.9313 -5.0522 -0.2909 -0.01 -0.01 -0.06 0.055
H -7.4493 -6.8488 0.0688 -0.01 0.07 -0.01 0.059
H -6.0786 -7.2632 -1.0049 0.00 0.03 -0.03 0.054
H -7.7482 -7.3567 -1.6102 0.00 0.08 -0.04 0.050
```
Forces are in eV/Å.

Summary:
HOMO level: -7.70 eV
max |F|: 3.3 eV/A
HOMO-LUMO gap: 2.163 eV

Record 2
The following is a quantum chemistry calculation of C23H31CaCl2N5O2S as an isolated structure, from OMol25.

Structure (XYZ):
```
65
Properties=species:S:1:pos:R:3:forces:R:3:lowdin_charge:R:1
Ca 0.3005 -0.4210 -0.1783 0.04 -0.15 -0.10 1.287
C 0.7457 -2.4820 2.6918 0.01 0.01 -0.02 -0.114
N -0.0457 -1.2956 2.3528 -0.10 0.05 0.02 -0.239
C 0.2957 -0.1789 3.2794 0.01 0.02 0.00 -0.203
C 0.9481 1.0476 2.6523 0.05 -0.01 -0.04 -0.169
C 2.3668 0.8296 2.1018 0.02 0.01 -0.01 -0.215
N 2.3530 0.6510 0.6543 -0.02 0.07 -0.01 -0.057
C 3.1796 1.3496 -0.0285 0.02 -0.01 0.06 -0.112
C 3.3553 1.3805 -1.4662 -0.02 0.02 -0.05 -0.163
C 4.4713 2.0879 -1.9446 -0.03 -0.02 0.04 -0.066
C 4.7816 2.1583 -3.2828 -0.01 -0.02 -0.05 -0.113
C 3.9313 1.5173 -4.1940 0.04 0.02 0.02 -0.095
C 2.8167 0.8344 -3.7682 -0.01 -0.02 0.02 -0.045
C 2.4702 0.7340 -2.3893 0.03 -0.02 -0.02 -0.420
O 1.4429 0.0658 -2.0286 -0.02 0.08 0.02 -0.245
C -1.4903 -1.5794 2.5162 0.01 -0.02 0.03 -0.220
C -2.0605 -2.8015 1.8001 -0.01 -0.01 -0.01 -0.163
C -1.8834 -2.8469 0.2751 -0.01 0.02 0.00 -0.234
N -1.8907 -1.4963 -0.2560 0.04 0.01 -0.06 -0.078
C -3.0024 -1.0072 -0.6558 -0.02 -0.02 0.05 -0.104
C -3.2692 0.3739 -0.9897 0.02 0.00 -0.02 -0.159
C -4.5556 0.6776 -1.4730 0.01 -0.01 -0.02 -0.074
C -4.9515 1.9646 -1.7438 0.01 -0.01 0.01 -0.114
C -4.0331 3.0039 -1.5194 -0.01 -0.02 0.02 -0.095
C -2.7751 2.7493 -1.0352 0.00 -0.02 0.01 -0.031
C -2.3284 1.4263 -0.7503 -0.06 0.06 0.01 -0.409
O -1.1550 1.2303 -0.2753 0.05 -0.01 0.03 -0.249
H 0.5398 -2.8208 3.7175 0.01 0.00 0.00 0.099
H 0.5311 -3.2972 2.0043 0.00 0.00 0.00 0.046
H 1.8067 -2.2572 2.5990 0.00 0.00 0.01 0.073
H -0.6183 0.1492 3.7787 0.00 0.00 -0.02 0.096
H 0.9545 -0.5644 4.0652 -0.01 0.00 0.01 0.121
H 0.3052 1.4656 1.8688 -0.01 0.01 0.02 0.090
H 0.9912 1.8143 3.4295 -0.02 -0.02 0.03 0.116
H 3.0132 1.6716 2.3757 -0.01 0.00 0.00 0.109
H 2.7984 -0.0668 2.5603 0.01 0.01 0.00 0.111
H 3.8729 2.0069 0.5152 -0.01 0.00 -0.01 0.122
H 5.1097 2.5842 -1.2203 0.00 0.00 0.00 0.107
H 5.6496 2.7044 -3.6239 0.00 0.00 0.00 0.093
H 4.1465 1.5713 -5.2550 0.00 0.00 0.00 0.102
H 2.1368 0.3762 -4.4775 0.00 0.00 0.00 0.110
H -1.7060 -1.7095 3.5878 0.00 0.00 0.00 0.125
H -2.0253 -0.6860 2.1884 0.02 -0.01 0.00 0.090
H -1.6818 -3.7267 2.2396 0.01 0.00 0.00 0.106
H -3.1320 -2.7792 2.0208 0.00 0.00 0.01 0.114
H -0.9318 -3.3143 0.0149 0.00 0.00 0.00 0.049
H -2.6779 -3.4644 -0.1619 0.00 0.00 0.00 0.114
H -3.8757 -1.6730 -0.7226 -0.01 0.00 0.02 0.128
H -5.2489 -0.1432 -1.6290 -0.01 0.00 0.00 0.107
H -5.9438 2.1748 -2.1177 0.00 0.00 0.00 0.094
H -4.3265 4.0276 -1.7208 0.00 0.00 0.00 0.103
H -2.0725 3.5521 -0.8503 0.00 0.00 0.00 0.114
N 2.5903 -2.5314 -3.0649 -0.01 -0.02 -0.01 0.118
C 2.8086 -2.3915 -1.7509 0.03 0.05 0.00 -0.945
N 3.9251 -1.7492 -1.3836 -0.03 -0.02 0.00 0.124
S 1.7681 -3.0688 -0.5969 -0.02 -0.01 0.02 0.605
H 3.0334 -1.8899 -3.7068 0.01 0.00 0.01 0.097
H 1.6778 -2.8655 -3.3226 0.00 -0.01 0.00 0.100
H 4.3939 -1.1403 -2.0387 0.01 -0.01 0.00 0.110
H 3.9864 -1.4951 -0.4122 0.01 -0.01 0.00 0.089
Cl -2.8185 2.1497 2.7948 -0.01 -0.01 -0.01 0.546
C -4.3865 1.8040 2.0418 -0.02 0.03 0.05 -1.006
Cl -5.6617 2.8694 2.6522 0.00 -0.01 0.00 0.514
H -4.6572 0.7829 2.2817 0.01 -0.01 -0.01 0.027
H -4.2926 1.9570 0.9746 0.01 0.02 -0.03 -0.018
```
Forces are in eV/Å.

Summary:
HOMO level: -7.41 eV
energy relative to the best compared isomer or geometry (same formula, charge and spin): 3.6 kJ/mol
max |F|: 0.2 eV/A
HOMO-LUMO gap: 7.856 eV